[1]
Density functional theory data (ωB97M-V/def2-TZVPD) for a cluster of 5 separate species, C26H48BNO8 in total.

Structure (XYZ):
```
84
C26H48BNO8 ωB97M-V/def2-TZVPD
C 3.80 1.76 1.53
C 3.02 0.50 2.15
C 1.52 0.27 1.61
C 1.17 1.03 0.25
C -0.12 0.29 -0.43
O -1.04 -0.10 0.61
C -2.42 0.08 0.21
C -3.31 -1.05 0.96
O -3.74 -0.55 2.26
C -5.14 -0.87 2.47
B -3.05 1.54 0.59
O -4.48 1.73 0.50
O -2.24 2.69 0.97
C -2.22 3.50 -0.27
C 0.28 -0.88 -1.44
C -0.79 -1.88 -2.00
C -0.31 -2.94 -3.02
N 1.01 -3.14 -3.52
C 1.98 -2.25 -2.97
C 1.75 -1.11 -1.95
H 4.87 1.71 1.94
H 3.90 1.75 0.39
H 3.35 2.72 1.95
H 3.59 -0.49 2.06
H 2.95 0.71 3.29
H 0.76 0.61 2.41
H 1.43 -0.86 1.39
H 0.78 2.10 0.49
H 2.03 1.17 -0.48
H -0.62 1.12 -1.07
H -2.52 -0.02 -0.94
H -4.20 -1.27 0.26
H -2.70 -2.00 1.17
H -5.33 -1.95 2.15
H -5.84 -0.21 1.85
H -5.42 -0.77 3.58
H -4.75 2.27 1.27
H -3.12 4.19 -0.32
H -1.22 4.05 -0.32
H -2.25 2.76 -1.15
H -1.89 -1.86 -1.71
H -1.12 -3.64 -3.44
H 3.06 -2.38 -3.34
H 2.63 -0.49 -1.60
C -3.37 4.59 4.12
C -4.52 4.97 3.22
O -5.49 4.25 3.09
C -4.41 6.28 2.49
H -3.58 3.63 4.58
H -2.45 4.51 3.53
H -3.25 5.34 4.91
H -3.54 6.27 1.83
H -4.34 7.11 3.20
H -5.31 6.43 1.88
C -3.67 -5.41 -2.48
C -3.08 -5.23 -1.10
O -2.99 -4.13 -0.59
C -2.60 -6.47 -0.39
H -3.97 -4.44 -2.87
H -2.93 -5.84 -3.15
H -4.55 -6.05 -2.42
H -1.81 -6.95 -0.97
H -3.43 -7.16 -0.24
H -2.20 -6.19 0.59
C 3.49 -1.88 -8.45
C 2.11 -1.66 -7.88
O 1.35 -0.84 -8.37
C 1.71 -2.50 -6.70
H 3.64 -1.22 -9.30
H 4.24 -1.66 -7.69
H 3.59 -2.92 -8.79
H 2.38 -2.30 -5.86
H 1.73 -3.56 -6.96
H 0.69 -2.23 -6.40
C 7.60 1.19 3.76
C 6.67 1.87 4.73
O 5.52 2.13 4.42
C 7.21 2.22 6.09
H 7.08 1.01 2.82
H 8.46 1.84 3.56
H 7.94 0.24 4.17
H 8.05 2.91 5.99
H 7.53 1.31 6.61
H 6.43 2.70 6.68
```

The max |F| is 4.7 eV Å⁻¹. Its energy above the lowest of the compared OMol25 structures with the same formula, charge and spin is 470.6 kJ/mol. The HOMO-LUMO gap comes out at 9.40 eV. As for the total energy: -1700.85133 Eh. Its SMILES is CCCC[C@H](O[C@@H](COC)B(O)OC)c1ccncc1.CC(C)=O.CC(C)=O.CC(C)=O.CC(C)=O.

=====

[2]
Density functional theory data (ωB97M-V/def2-TZVPD) for a cluster of 5 separate species, C16H44ClN4O8 in total.

Structure (XYZ):
```
73
C16H44ClN4O8 ωB97M-V/def2-TZVPD
Cl 15.54 17.05 -16.09
O 14.54 17.50 -17.04
O 15.11 17.35 -14.74
O 15.75 15.63 -16.23
O 16.78 17.77 -16.33
C 21.61 17.59 -11.14
C 20.44 16.73 -10.72
C 19.19 16.97 -11.54
O 19.32 16.34 -12.80
C 18.23 16.63 -13.67
N 20.75 15.30 -10.82
H 22.52 17.27 -10.64
H 21.44 18.64 -10.87
H 21.77 17.48 -12.21
H 20.16 16.89 -9.67
H 18.94 18.02 -11.71
H 18.33 16.52 -11.01
H 18.08 17.72 -13.77
H 17.29 16.21 -13.31
H 18.49 16.23 -14.64
H 21.69 15.03 -10.59
H 20.39 14.89 -11.66
C 9.88 14.82 -21.14
C 11.26 14.23 -21.31
C 12.18 14.82 -20.26
O 13.48 14.37 -20.44
C 14.43 14.96 -19.56
N 11.17 12.76 -21.17
H 9.57 14.85 -20.09
H 9.11 14.18 -21.59
H 9.75 15.83 -21.54
H 11.66 14.45 -22.30
H 11.78 14.52 -19.27
H 12.09 15.92 -20.23
H 14.07 15.89 -19.11
H 15.36 15.07 -20.11
H 14.63 14.33 -18.69
H 12.11 12.40 -21.28
H 10.91 12.54 -20.21
C 19.82 19.87 -18.98
C 20.46 18.96 -17.92
C 20.64 19.77 -16.64
O 21.59 19.12 -15.81
C 21.43 19.42 -14.44
N 19.56 17.81 -17.71
H 19.69 19.31 -19.90
H 20.44 20.74 -19.19
H 18.85 20.24 -18.63
H 21.42 18.62 -18.29
H 19.67 19.93 -16.16
H 21.05 20.76 -16.89
H 20.44 19.11 -14.09
H 21.57 20.50 -14.25
H 22.19 18.87 -13.90
H 18.72 18.14 -17.24
H 20.01 17.29 -16.95
C 11.98 22.23 -15.25
C 12.52 20.81 -15.34
C 11.65 19.83 -14.57
O 11.59 19.98 -13.16
C 12.78 20.31 -12.50
N 12.53 20.38 -16.74
H 11.97 22.61 -14.24
H 10.94 22.26 -15.60
H 12.55 22.88 -15.91
H 13.51 20.78 -14.89
H 11.97 18.79 -14.79
H 10.63 19.88 -14.96
H 12.95 21.40 -12.49
H 13.69 19.91 -12.96
H 12.74 19.93 -11.48
H 13.12 21.03 -17.26
H 13.05 19.50 -16.80
```

The max |F| is 1.3 eV Å⁻¹. As for the net charge: -1. Its energy above the lowest of the compared OMol25 structures with the same formula, charge and spin is 0.0 kJ/mol. The HOMO-LUMO gap comes out at 9.43 eV. As for the total energy: -1916.90149 Eh.

=====

[3]
Density functional theory data (ωB97M-V/def2-TZVPD) for a cluster of 2 separate species, C3H4BrNO in total.

Structure (XYZ):
```
10
C3H4BrNO ωB97M-V/def2-TZVPD
C 1.29 2.39 -0.37
C -0.26 -0.53 -2.37
C -0.74 0.71 -2.21
N 1.29 2.33 -1.55
O 1.15 2.53 0.74
Br -1.59 1.29 -0.59
H 0.43 -0.76 -3.09
H -0.50 -1.36 -1.77
H -0.29 1.52 -2.85
H 1.90 1.83 -2.18
```

The max |F| is 4.1 eV Å⁻¹. Its energy above the lowest of the compared OMol25 structures with the same formula, charge and spin is 107.8 kJ/mol. The HOMO-LUMO gap comes out at 10.21 eV. As for the total energy: -2820.67229 Eh. Its SMILES is C=CBr.N=C=O.

=====

> Which of these has the lowest HOMO-LUMO gap?

C26H48BNO8